DFT (wB97M-V/def2-TZVPD) results for C16H29NO4PRbS9 as an isolated structure at a distorted geometry.

CARTESIAN COORDINATES (ANGSTROEM)
1 Rb -0.95533 0.72145 -0.90855
2 C -2.75832 0.45950 3.19897
3 S -1.57060 1.25319 2.08113
4 C -0.51203 1.91052 3.40899
5 O -0.78566 0.15709 1.46984
6 H -3.35347 1.23394 3.68359
7 H -2.21555 -0.14239 3.92599
8 H -3.39561 -0.17705 2.58742
9 H -1.06933 2.65997 3.97096
10 H 0.35614 2.35961 2.92810
11 H -0.20551 1.08199 4.04516
12 C -1.66646 -4.73763 0.16543
13 S -2.65124 -4.39514 -1.32332
14 C -4.26380 -4.27201 -0.65056
15 C -4.71626 -3.27178 0.15878
16 S -3.85621 -1.98989 0.83498
17 S -6.44781 -3.45180 0.55504
18 C -6.79828 -4.88080 -0.35128
19 S -8.29260 -5.58525 -0.41711
20 S -5.41363 -5.49665 -1.16486
21 H -0.64607 -4.90332 -0.17905
22 H -2.04583 -5.62854 0.66155
23 H -1.71014 -3.87408 0.82546
24 S -2.59958 2.35881 -3.39319
25 C -2.28312 1.75532 -4.89445
26 N -2.07828 1.35224 -5.96669
27 C -5.14780 3.41827 -0.88618
28 C -3.80723 3.89215 -0.39644
29 C -3.26482 5.12514 -1.07260
30 O -3.20074 3.31984 0.48569
31 H -5.86791 4.23732 -0.92166
32 H -5.52320 2.60465 -0.26844
33 H -5.00958 3.05328 -1.90747
34 H -3.98176 5.94617 -1.01684
35 H -3.10973 4.88562 -2.12775
36 H -2.31645 5.42265 -0.62920
37 C 5.91632 -1.45116 -2.15841
38 C 5.82466 0.02403 -1.79774
39 C 6.14619 0.91350 -2.99087
40 O 4.49338 0.28773 -1.35086
41 P 4.20283 1.25668 -0.06252
42 S 5.53534 2.69751 0.08022
43 S 2.27649 1.65452 -0.19309
44 O 4.59447 0.26884 1.18533
45 C 3.82599 -0.77247 1.80904
46 C 3.23810 -1.75460 0.80271
47 C 2.75641 -0.21681 2.74460
48 H 6.91312 -1.67292 -2.54515
49 H 5.17688 -1.68982 -2.92543
50 H 5.72987 -2.07663 -1.28579
51 H 6.53137 0.24852 -0.99279
52 H 5.42446 0.74457 -3.79296
53 H 7.15288 0.70411 -3.36164
54 H 6.08941 1.95428 -2.67748
55 H 4.57491 -1.29421 2.41510
56 H 2.59548 -1.21874 0.10460
57 H 2.64491 -2.51060 1.32108
58 H 4.02974 -2.24894 0.23943
59 H 1.93848 0.21130 2.17154
60 H 3.19007 0.55932 3.37752
61 H 2.36202 -1.02039 3.37213

## Properties
F_max: 1.9 eV/A
Kohn-Sham gap: 6.08 eV
E: -4932.131582 a.u.
energy above the lowest of the compared OMol25 structures with the same formula, charge and spin: 16.0 kcal/mol
net charge: -2